Formula: C3H7NO
Source: OMol25
Level of theory: the ωB97M-V functional and the def2-TZVPD basis

Its spin multiplicity is 1. As for the net charge: 0. For the HOMO energy, the calculation gives -9.3 eV. As for the LUMO energy: 1.00 eV. The SMILES is C1CO1.C=N. The HOMO-LUMO gap is 10.313 eV. The value obtained for the energy above the lowest of the compared OMol25 structures with the same formula, charge and spin is 309.1 kJ/mol.

Last column: Löwdin charge in e.
Element x y z (Å)
1 C -1.97595 1.88389 -0.04847  -0.18
2 O 0.88122 -0.10193 -0.00518  -0.14
3 N -1.22198 1.64297 -1.01356  0.01
4 H -0.31278 1.12076 -0.76883  0.04
5 H -2.95237 2.31681 -0.25606  0.05
6 H -1.74853 1.68942 1.00615  0.06
7 C 0.57569 -1.46655 -0.18658  -0.17
8 C 1.80347 -1.10691 0.51321  -0.11
9 H 2.75195 -1.17019 -0.00719  0.11
10 H -0.27548 -1.81578 0.38665  0.11
11 H 0.62987 -1.81173 -1.21337  0.11
12 H 1.84489 -1.18078 1.59324  0.11

Formula: C14H43O7
Source: OMol25
Level of theory: the ωB97M-V functional and the def2-TZVPD basis

Its spin multiplicity is 2. As for the net charge: +2. For the HOMO energy (alpha / beta), the calculation gives -15.5 / -15.5 eV. As for the LUMO energy (alpha / beta): -5.58 / -12.24 eV. The HOMO-LUMO gap (alpha / beta) is 9.875 / 3.213 eV.

Last column: Löwdin charge in e.
Element x y z (Å)
1 O 0.18433 -0.81209 0.10335  0.24
2 H 0.49620 -1.15125 0.94555  0.07
3 H -0.74911 -0.60179 0.18117  0.08
4 H 0.34744 -1.39735 -0.63994  0.07
5 C 2.89955 3.85133 -0.75609  0.07
6 C 1.91053 2.74398 -0.25254  -0.35
7 C 0.49418 3.10852 -0.05707  -0.02
8 O 1.96796 1.73210 -1.28374  0.27
9 H 3.05340 4.58371 0.03641  0.13
10 H 2.44459 4.46416 -1.53426  0.11
11 H 3.85103 3.37641 -0.99536  0.11
12 H 2.26341 2.39905 0.71937  0.15
13 H 0.26396 3.77077 0.77751  0.13
14 H -0.22700 2.29235 -0.01381  0.09
15 H 0.16935 3.76715 -0.86254  0.10
16 H 1.50456 2.00384 -2.07936  0.17
17 C 2.91151 -1.75344 -1.93558  -0.04
18 C 1.80302 -2.68918 -2.39159  -0.42
19 C 1.87283 -4.02067 -1.57203  -0.03
20 O 0.51112 -2.15386 -2.11573  -0.07
21 H 2.70951 -1.39149 -0.92747  0.06
22 H 3.06109 -0.83241 -2.49899  0.07
23 H 3.90360 -2.19842 -1.85907  0.10
24 H 1.86789 -2.96566 -3.44394  0.15
25 H 0.94669 -4.58518 -1.68019  0.08
26 H 1.89359 -3.87723 -0.49171  0.07
27 H 2.68820 -4.65685 -1.91634  0.09
28 H -0.09363 -2.76398 -2.54426  0.12
29 C -3.58718 3.40201 -1.89881  -0.04
30 C -4.02046 1.91116 -1.84664  -0.45
31 C -2.94185 0.99313 -2.43452  -0.05
32 O -4.25218 1.61995 -0.48017  -0.06
33 H -4.23848 4.01484 -1.27563  0.08
34 H -3.54495 3.79207 -2.91575  0.09
35 H -2.56335 3.56088 -1.56025  0.06
36 H -4.88189 1.75398 -2.49574  0.14
37 H -3.23212 -0.05710 -2.40540  0.09
38 H -2.02281 1.04518 -1.85078  0.05
39 H -2.67670 1.33810 -3.43391  0.09
40 H -4.88674 2.22349 -0.08687  0.11
41 C 3.21825 -0.34548 3.37258  -0.03
42 C 1.68813 -0.58820 3.44544  -0.47
43 C 0.90359 0.72957 3.26037  -0.02
44 O 1.30844 -1.40091 2.41004  -0.06
45 H 3.48426 0.23622 2.48999  0.07
46 H 3.76324 -1.28790 3.42684  0.09
47 H 3.48679 0.20550 4.27391  0.09
48 H 1.52246 -1.03725 4.42474  0.15
49 H 1.35882 1.51470 3.86407  0.09
50 H -0.17029 0.62640 3.41601  0.07
51 H 1.10780 1.06308 2.24294  0.05
52 H 1.65997 -2.27534 2.59280  0.13
53 C -2.55621 -0.14202 1.93839  -0.08
54 O -2.44724 -0.44730 0.53402  -0.15
55 H -2.16396 -1.00136 2.48224  0.09
56 H -1.93200 0.74015 2.08065  0.07
57 H -3.57646 -0.01951 2.30194  0.10
58 H -3.04991 0.15480 0.09146  0.04
59 C -1.89513 -3.77669 0.29343  -0.14
60 O -0.84220 -3.16597 0.98103  -0.14
61 H -2.79095 -3.72638 0.91236  0.09
62 H -2.04746 -3.22478 -0.63410  0.08
63 H -1.70662 -4.82428 0.05867  0.09
64 H -0.42467 -3.84726 1.51311  0.09

Formula: C6H8AuO6
Source: OMol25
Level of theory: the ωB97M-V functional and the def2-TZVPD basis

Its spin multiplicity is 4. As for the net charge: 0. For the HOMO energy (alpha / beta), the calculation gives -6.8 / -10.1 eV. As for the LUMO energy (alpha / beta): 0.25 / -2.79 eV. The HOMO-LUMO gap (alpha / beta) is 7.049 / 7.339 eV. The value obtained for the energy above the lowest of the compared OMol25 structures with the same formula, charge and spin is 0.0 kJ/mol.

Last column: Löwdin charge in e.
Element x y z (Å)
1 O 2.17122 0.63004 1.02338  -0.38
2 C 0.03190 -1.68257 0.88413  -0.39
3 C 2.75430 -0.13649 0.04731  -0.29
4 O -0.34760 -2.56199 1.62487  0.17
5 O 1.07558 -1.91473 0.11139  0.05
6 C 1.77332 -0.98958 -0.74559  -0.13
7 H 3.50411 -0.82469 0.49364  0.14
8 H 3.30708 0.45689 -0.71388  0.13
9 H 2.30999 -1.62941 -1.45779  0.14
10 H 1.04810 -0.39780 -1.31023  0.12
11 H -2.01141 2.40055 -1.06432  0.13
12 O -0.60514 0.31868 1.92522  -0.08
13 O -0.44495 1.16133 -0.44316  -0.39
14 C -1.71667 1.34080 -0.98160  -0.22
15 C -2.65746 0.62090 -0.02457  -0.12
16 O -1.94859 -0.57651 0.31380  0.02
17 C -0.72268 -0.32916 0.83833  -0.44
18 H -1.74739 0.84225 -1.96781  0.14
19 H -3.59010 0.31041 -0.50845  0.14
20 H -2.84847 1.22172 0.87569  0.14
21 Au 0.66486 1.73936 1.07963  1.13